Record 1
Formula: C5H15N2
Source: OMol25
Level of theory: the ωB97M-V functional and the def2-TZVPD basis

The geometry in ORCA input format:
```
! RIJCOSX wB97M-V def2-TZVPD def2/J DEFGRID3
* xyz 1 1
C 2.71966 0.23597 -1.06963
C 1.31876 -0.22006 -1.51262
N 0.55559 -0.74244 -0.34150
C -0.86652 -0.90186 -0.64205
C -1.63696 0.30125 -0.09590
N -0.85480 0.84736 1.08149
C -1.34900 0.39118 2.40156
H 3.17439 0.89218 -1.80571
H 3.28955 -0.69647 -1.08032
H 2.77419 0.66747 -0.07653
H 1.33904 -0.94553 -2.32543
H 0.71040 0.63739 -1.82275
H 0.98580 -1.59960 -0.01334
H -1.07620 -1.03961 -1.70473
H -1.24865 -1.84480 -0.23959
H -2.64637 0.12634 0.25502
H -1.61553 1.10814 -0.82551
H -0.85773 1.86310 1.01424
H 0.11495 0.52226 0.87808
H -1.87077 -0.55452 2.31119
H -2.03226 1.13490 2.79755
H -0.55901 0.25352 3.13443
*
```

Values from the calculation:
Kohn-Sham gap	0.402	Eh

Want to see where the charge sits? The Löwdin charges in e are:
1 C -0.0728
2 C -0.2437
3 N -0.1094
4 C -0.1920
5 C -0.0931
6 N -0.0173
7 C 0.0031
8 H 0.0782
9 H 0.0775
10 H 0.0690
11 H 0.1207
12 H 0.1105
13 H 0.1313
14 H 0.1285
15 H 0.1286
16 H 0.1308
17 H 0.1288
18 H 0.1751
19 H 0.1325
20 H 0.1024
21 H 0.1061
22 H 0.1051

Record 2
Formula: C2H5FS
Source: OMol25
Level of theory: the ωB97M-V functional and the def2-TZVPD basis

The geometry in ORCA input format:
```
! RIJCOSX wB97M-V def2-TZVPD def2/J DEFGRID3
* xyz 0 1
C 1.08553 0.19889 -0.24915
C -0.22143 -0.23401 0.33736
F -0.56033 -1.45937 0.04560
S -1.68946 0.80714 -0.05406
H 1.01014 0.28952 -1.25476
H 1.88739 -0.43240 0.03593
H 1.21660 1.30018 -0.03719
H -0.29812 -0.28417 1.64968
H -2.43033 -0.18578 -0.47341
*
```

Values from the calculation:
Kohn-Sham gap	0.375	Eh

Want to see where the charge sits? The Löwdin charges in e are:
1 C -0.0922
2 C -0.8116
3 F -0.0481
4 S 0.7362
5 H 0.0346
6 H 0.0736
7 H 0.1064
8 H 0.1649
9 H -0.1636

Record 3
Formula: C25H35F5O18S
Source: OMol25
Level of theory: the ωB97M-V functional and the def2-TZVPD basis

The geometry in ORCA input format:
```
! RIJCOSX wB97M-V def2-TZVPD def2/J DEFGRID3
* xyz 0 1
C 3.30022 2.15221 -2.77435
O 1.90026 2.53589 -2.80644
C 1.70634 3.88738 -3.28407
C 0.53852 4.68338 -2.51039
C -0.94077 4.41482 -3.07600
C -1.34937 2.86288 -3.17314
O -1.98441 2.74899 -4.49817
C -3.39574 2.42128 -4.45693
O -4.09153 2.11991 -5.46504
O -3.87640 2.43936 -3.07540
C -2.65188 2.36865 -2.31476
S -2.38504 0.98650 -1.10439
O -3.67331 0.36845 -0.60047
O -1.71534 1.62094 0.11360
C -1.22672 -0.35616 -1.69980
F -1.51794 -1.51329 -0.88821
F 0.12131 0.02726 -1.37661
C -1.40981 -0.77358 -3.24431
F -0.47984 -0.11372 -4.12210
F -2.72127 -0.56939 -3.73921
F -1.09894 -2.17415 -3.37684
H 3.95519 2.68291 -3.55103
H 3.71476 2.25495 -1.69485
H 3.32528 1.01070 -2.98803
H 2.67924 4.49210 -3.11374
H 1.47119 3.96697 -4.41064
H 0.74947 5.81370 -2.67502
H 0.57744 4.50278 -1.36518
H -1.67841 4.94861 -2.35198
H -1.12335 4.92774 -4.10067
H -0.57761 2.07386 -2.86788
H -2.77792 3.27780 -1.60091
C -2.13665 -2.44191 2.17627
C -1.63825 -2.76764 3.56743
C -0.31862 -2.13479 3.89289
O 0.21747 -3.03151 4.85741
C -0.29045 -4.26157 4.55585
O 0.13387 -5.29542 4.98806
O -1.34092 -4.15726 3.69027
H -2.36125 -1.37713 2.07614
H -1.39656 -2.71661 1.41925
H -3.04064 -3.01348 1.94919
H -2.40288 -2.51495 4.31104
H -0.42430 -1.13077 4.30767
H 0.36823 -2.09963 3.04166
C 1.76999 -3.41572 8.00567
C 2.89240 -2.60194 7.39886
C 4.14326 -2.58747 8.22601
O 4.73684 -1.34908 7.85262
C 3.70711 -0.51708 7.52673
O 3.80360 0.67546 7.41315
O 2.54961 -1.21759 7.35439
H 2.02677 -4.47687 8.04568
H 1.53604 -3.07408 9.01851
H 0.85559 -3.29812 7.41877
H 3.08926 -2.93891 6.37466
H 4.80650 -3.42426 8.00020
H 3.95233 -2.56294 9.30325
C 5.05887 0.08717 5.03766
C 5.60194 0.75897 3.79445
C 4.86439 2.00960 3.41725
O 5.07329 2.07097 2.01128
C 5.19763 0.78044 1.58855
O 5.12783 0.43102 0.44388
O 5.40466 -0.06126 2.64327
H 5.20433 0.71254 5.91780
H 3.99161 -0.12990 4.93462
H 5.55742 -0.87236 5.20240
H 6.67732 0.94082 3.90412
H 5.26180 2.89772 3.91158
H 3.78702 1.95052 3.59975
C -5.75980 0.08191 -6.86220
C -6.06623 -1.18609 -7.63071
C -4.89256 -1.72445 -8.39470
O -5.52160 -2.42695 -9.45907
C -6.69878 -1.78040 -9.69794
O -7.36786 -1.92892 -10.68003
O -7.00889 -0.93565 -8.67087
H -5.03537 -0.10367 -6.06641
H -5.36270 0.85756 -7.52292
H -6.67197 0.48915 -6.41778
H -6.49152 -1.94027 -6.95835
H -4.27203 -2.39388 -7.79618
H -4.26080 -0.94297 -8.82814
*
```

Values from the calculation:
Kohn-Sham gap	0.358	Eh

Want to see where the charge sits? The Löwdin charges in e are:
1 C -0.1027
2 O -0.2518
3 C -0.2267
4 C -0.1566
5 C -0.1107
6 C -0.1775
7 O 0.0056
8 C -0.3101
9 O 0.1109
10 O 0.0478
11 C -0.2718
12 S 0.8679
13 O -0.3011
14 O -0.3181
15 C -0.3027
16 F 0.0486
17 F 0.0606
18 C -0.2883
19 F 0.0906
20 F 0.1098
21 F 0.0867
22 H 0.0983
23 H 0.1037
24 H 0.1055
25 H 0.1264
26 H 0.1376
27 H 0.1245
28 H 0.1332
29 H 0.1305
30 H 0.1432
31 H 0.1379
32 H 0.1655
33 C -0.0199
34 C -0.3399
35 C -0.1051
36 O 0.0411
37 C -0.5325
38 O 0.1533
39 O 0.0910
40 H 0.0925
41 H 0.0816
42 H 0.0938
43 H 0.1621
44 H 0.1455
45 H 0.1438
46 C -0.0126
47 C -0.3397
48 C -0.1017
49 O 0.0585
50 C -0.5604
51 O 0.1207
52 O 0.0898
53 H 0.0982
54 H 0.0918
55 H 0.0741
56 H 0.1621
57 H 0.1446
58 H 0.1424
59 C -0.0241
60 C -0.3286
61 C -0.1053
62 O 0.0589
63 C -0.5354
64 O 0.1451
65 O 0.0874
66 H 0.0832
67 H 0.0979
68 H 0.0981
69 H 0.1624
70 H 0.1439
71 H 0.1438
72 C -0.0326
73 C -0.3429
74 C -0.1128
75 O 0.0616
76 C -0.5342
77 O 0.1560
78 O 0.0863
79 H 0.0724
80 H 0.0898
81 H 0.0939
82 H 0.1603
83 H 0.1409
84 H 0.1420

Record 4
Formula: C20H44BClF4N5O7
Source: OMol25
Level of theory: the ωB97M-V functional and the def2-TZVPD basis

The geometry in ORCA input format:
```
! RIJCOSX wB97M-V def2-TZVPD def2/J DEFGRID3
* xyz -1 1
C 0.42902 2.41452 -0.19623
C 0.14156 3.36485 -1.40779
F 0.28754 2.72056 -2.64774
C -1.24328 4.12940 -1.28371
N -2.20660 3.51297 -0.36156
C -2.64474 4.38975 0.61948
F -3.08580 5.63705 0.15844
F -1.56520 4.69837 1.45206
F -3.60670 3.96132 1.45717
C -3.16245 2.53586 -0.91595
C -4.63559 3.05950 -1.17438
C -5.77172 2.34466 -0.37568
O -6.26428 1.38352 -0.84365
Cl -6.46856 2.91655 1.19150
B -3.10038 1.20713 0.04027
N -2.34676 1.27512 1.34349
O -3.74826 -0.00104 -0.25409
C -2.68973 1.92157 -2.30281
O -2.04398 0.85092 -2.31953
O -2.88351 2.53203 -3.39986
H 1.53060 2.50155 0.01089
H 0.26401 1.34019 -0.44419
H -0.07606 2.72868 0.74045
H 0.96042 4.13045 -1.38331
H -1.65312 4.40893 -2.28575
H -0.93225 5.11816 -0.85453
H -4.95144 2.95714 -2.24202
H -4.75851 4.15638 -0.96652
H -1.58570 0.59140 1.20355
H -2.92101 0.82284 2.06666
H -3.18427 -0.61494 -0.74733
C -4.90030 1.02214 -7.81763
C -3.79106 1.23479 -6.78675
C -2.39275 0.82923 -7.28683
O -2.15924 -0.57353 -7.33878
C -2.71699 -1.22297 -8.46203
N -4.14823 0.53538 -5.55375
H -5.20446 -0.02281 -7.89534
H -5.78850 1.58964 -7.53338
H -4.58604 1.36358 -8.80838
H -3.75610 2.30673 -6.56888
H -1.65921 1.21938 -6.57677
H -2.16277 1.29111 -8.25767
H -2.68358 -0.59513 -9.35802
H -3.74375 -1.53174 -8.25260
H -2.13589 -2.12869 -8.65035
H -3.46199 0.77535 -4.83469
H -3.99841 -0.45950 -5.71323
C 1.88128 -3.15690 4.16398
C 1.49118 -1.71014 4.45305
C 0.24751 -1.23700 3.68041
O 0.47073 -0.96516 2.30797
C 0.51496 -2.11271 1.47617
N 2.64683 -0.83621 4.19640
H 2.39960 -3.26891 3.21092
H 2.55697 -3.52298 4.93619
H 1.00134 -3.80398 4.15473
H 1.25124 -1.65124 5.51975
H -0.07563 -0.28625 4.11507
H -0.59121 -1.93440 3.80286
H -0.18179 -2.88742 1.80873
H 1.53134 -2.50905 1.42905
H 0.23824 -1.80608 0.46610
H 2.41031 0.10659 4.49602
H 2.74192 -0.75242 3.18506
C 7.58101 -2.60355 6.07727
C 6.13862 -2.50094 5.58304
C 5.55065 -3.84006 5.10756
O 6.01787 -4.28042 3.84040
C 7.29780 -4.88379 3.85750
N 6.06703 -1.47486 4.53893
H 8.30022 -2.65787 5.25929
H 7.83841 -1.72151 6.66638
H 7.71567 -3.48279 6.71266
H 5.53207 -2.16501 6.43046
H 4.47587 -3.70769 4.98832
H 5.68516 -4.62834 5.86086
H 7.46625 -5.46257 4.77039
H 8.07647 -4.12778 3.73752
H 7.36311 -5.55801 3.00150
H 5.08930 -1.32347 4.28699
H 6.47568 -1.87540 3.69630
*
```

Values from the calculation:
Kohn-Sham gap	0.272	Eh

Want to see where the charge sits? The Löwdin charges in e are:
1 C -0.0382
2 C -0.3053
3 F -0.0370
4 C -0.0787
5 N 0.0027
6 C -0.5813
7 F 0.0733
8 F 0.0761
9 F 0.1197
10 C -0.1776
11 C -0.0467
12 C -0.7618
13 O 0.0563
14 Cl 0.6002
15 B -0.5077
16 N 0.1381
17 O 0.1009
18 C -0.6215
19 O -0.0153
20 O -0.0555
21 H 0.0724
22 H 0.0815
23 H 0.0669
24 H 0.1292
25 H 0.1388
26 H 0.1266
27 H 0.1329
28 H 0.1194
29 H 0.0589
30 H 0.0714
31 H 0.1038
32 C -0.0843
33 C -0.4295
34 C -0.1979
35 O -0.1883
36 C -0.1248
37 N 0.0540
38 H 0.0571
39 H 0.0704
40 H 0.0693
41 H 0.1364
42 H 0.1269
43 H 0.1133
44 H 0.0853
45 H 0.0709
46 H 0.0815
47 H 0.0514
48 H 0.0664
49 C -0.0680
50 C -0.4173
51 C -0.2061
52 O -0.1967
53 C -0.0977
54 N 0.0446
55 H 0.0710
56 H 0.0516
57 H 0.0815
58 H 0.1344
59 H 0.1246
60 H 0.1213
61 H 0.0922
62 H 0.0738
63 H 0.0911
64 H 0.0804
65 H 0.0786
66 C -0.0784
67 C -0.4270
68 C -0.2012
69 O -0.1858
70 C -0.1127
71 N 0.0438
72 H 0.0611
73 H 0.0731
74 H 0.0741
75 H 0.1353
76 H 0.0840
77 H 0.1203
78 H 0.0888
79 H 0.0729
80 H 0.0858
81 H 0.0380
82 H 0.0679

Number 1: highest occupied orbital energy -13.89 eV, E -8401.909 eV. Number 2: highest occupied orbital energy -9.20 eV, E -15706.483 eV. Number 3: highest occupied orbital energy -10.26 eV, E -87765.063 eV. Number 4: highest occupied orbital energy -5.25 eV, E -67307.384 eV.